Here is 2 unconnected molecules or ions with the total composition C4H12NOPS at a distorted geometry from OMol25. Energies are from the ωB97M-V functional and the def2-TZVPD basis.

Values from the calculation:
HOMO-LUMO gap: 0.3355 hartree
LUMO: 0.82 eV
highest occupied orbital energy: -8.313 eV
charge: 0
energy relative to the best compared isomer or geometry (same formula, charge and spin): 1.747 eV

Structure (XYZ):
```
20
C4H12NOPS, DFT the ωB97M-V functional and the def2-TZVPD basis
H 2.101 0.290 -0.895
N 2.256 -0.526 -0.378
C 3.470 -0.827 -0.239
C 4.697 -0.163 -0.903
H 3.605 -1.653 0.446
H 4.439 0.343 -1.885
H 4.948 0.477 -0.024
H 5.524 -0.933 -1.103
C -3.250 1.739 0.386
C -3.159 0.753 -0.872
P -2.135 -0.759 -0.767
O -0.660 -0.023 -0.327
S -2.833 -1.591 1.206
H -3.163 1.030 1.215
H -2.492 2.462 0.441
H -4.229 2.164 0.449
H -2.368 1.257 -1.522
H -3.923 0.460 -1.503
H 0.078 -0.582 -0.346
H -1.545 -1.876 1.779
```

Löwdin population analysis, charges in e, atoms 1 to 2:
1 H 0.029
2 N 0.079

Here is a molecular structure, C22H27Br60N5O2P at a distorted geometry from OMol25. Energies are from the ωB97M-V functional and the def2-TZVPD basis.

Values from the calculation:
HOMO-LUMO gap: 0.2596 hartree
LUMO: -4.21 eV
highest occupied orbital energy: -11.269 eV
charge: +1

Structure (XYZ):
```
117
C22H27Br60N5O2P, DFT the ωB97M-V functional and the def2-TZVPD basis
N -0.925 -3.629 0.255
P -1.234 -2.041 0.148
O -2.961 -1.876 -0.081
O -0.476 -1.300 -1.274
N -0.658 -1.087 1.551
N 0.495 -1.514 2.205
C 0.690 -0.470 3.284
N -0.373 0.632 3.274
C -1.280 0.207 2.109
N -2.394 0.820 1.589
H -0.458 -3.811 1.170
H -3.093 -2.121 -1.065
H 0.265 -0.694 -0.937
H 1.118 -2.339 2.023
H 1.605 -0.508 4.012
H -3.263 0.876 2.184
H -2.454 1.224 0.615
C 2.567 -5.457 3.256
Br 0.673 -5.078 3.479
Br 3.378 -4.322 1.900
Br 3.528 -5.366 4.945
H 2.647 -6.489 2.898
C 0.216 -6.913 -1.038
Br -0.938 -8.451 -1.334
Br 1.801 -7.384 -0.014
Br 0.670 -6.018 -2.704
H -0.353 -6.198 -0.436
C -6.060 2.036 -0.098
Br -5.377 3.332 -1.378
Br -5.264 0.279 -0.351
Br -5.870 2.660 1.735
H -7.133 1.932 -0.291
C -3.192 -6.407 -4.665
Br -2.508 -5.111 -5.946
Br -2.396 -8.164 -4.918
Br -3.001 -5.783 -2.833
H -4.265 -6.511 -4.858
C 2.113 3.152 1.192
Br 0.638 4.399 0.957
Br 1.676 1.379 0.521
Br 3.764 3.831 0.421
H 2.279 3.054 2.270
C 4.308 4.936 4.268
Br 4.618 5.376 6.137
Br 3.357 3.252 4.068
Br 3.422 6.385 3.320
H 5.291 4.805 3.803
C -5.620 -2.502 -7.708
Br -5.311 -2.062 -5.839
Br -6.572 -4.187 -7.907
Br -6.507 -1.053 -8.656
H -4.637 -2.634 -8.172
C -2.771 -10.111 -8.613
Br -4.245 -8.864 -8.848
Br -3.208 -11.883 -9.284
Br -1.119 -9.432 -9.384
H -2.604 -10.209 -7.535
C 4.068 8.709 8.202
Br 5.347 9.270 6.849
Br 4.614 7.058 9.074
Br 3.708 10.123 9.489
H 3.125 8.501 7.685
C -10.165 0.008 0.004
Br -9.482 1.303 -1.277
Br -9.369 -1.749 -0.249
Br -9.975 0.632 1.836
H -11.238 -0.096 -0.189
C -0.127 -2.622 -8.788
Br -1.984 -2.136 -8.474
Br 0.676 -3.463 -7.229
Br 0.075 -3.715 -10.385
H 0.421 -1.691 -8.967
C -5.731 -9.474 -2.429
Br -7.269 -10.020 -1.370
Br -4.330 -10.823 -2.420
Br -6.240 -8.971 -4.238
H -5.317 -8.579 -1.954
C 6.131 0.193 1.071
Br 6.913 1.793 0.288
Br 5.470 0.517 2.872
Br 4.761 -0.577 -0.075
H 6.933 -0.548 1.153
C 2.512 -2.068 7.418
Br 2.959 -1.368 9.177
Br 0.609 -2.428 7.244
Br 3.164 -0.915 5.993
H 3.030 -3.028 7.315
C 5.872 7.499 -0.202
Br 6.555 8.794 -1.483
Br 6.668 5.742 -0.455
Br 6.062 8.123 1.630
H 4.799 7.394 -0.395
C -2.110 0.256 8.822
Br -4.034 0.169 9.097
Br -1.659 0.594 6.961
Br -1.266 1.540 10.016
H -1.706 -0.730 9.076
C 8.017 2.708 -3.453
Br 8.163 1.379 -4.866
Br 9.674 2.882 -2.449
Br 7.400 4.423 -4.133
H 7.255 2.349 -2.753
C -2.643 6.793 2.834
Br -3.797 5.256 2.538
Br -1.057 6.322 3.858
Br -2.189 7.689 1.168
H -3.212 7.509 3.437
C 8.542 11.134 0.843
Br 8.876 12.941 0.204
Br 10.008 9.931 0.411
Br 8.117 11.104 2.741
H 7.659 10.765 0.312
C -3.116 1.505 -4.981
Br -4.973 1.991 -4.666
Br -2.313 0.664 -3.421
Br -2.914 0.412 -6.577
H -2.568 2.436 -5.159
```

Löwdin population analysis, charges in e, atoms 1 to 2:
1 N -0.146
2 P 0.761

Here is a molecular structure, C21H25N3O2Rh at a distorted geometry from OMol25. Energies are from the ωB97M-V functional and the def2-TZVPD basis.

Values from the calculation:
HOMO-LUMO gap (alpha / beta): 0.2342 / 0.2341 hartree
LUMO (alpha / beta): -4.61 / -4.61 eV
highest occupied orbital energy (alpha / beta): -10.982 / -10.982 eV
charge: +1

Structure (XYZ):
```
52
C21H25N3O2Rh, DFT the ωB97M-V functional and the def2-TZVPD basis
Rh -0.483 -0.092 -0.326
C -0.837 -3.025 0.721
N -1.473 -2.138 -0.266
C -2.871 -1.864 0.129
C -3.010 -0.916 1.324
C -3.242 0.529 0.906
N -2.055 1.128 0.309
C -1.817 2.380 0.542
C -0.808 3.179 -0.066
C -0.683 4.520 0.337
C 0.271 5.345 -0.198
C 1.154 4.833 -1.160
C 1.053 3.533 -1.588
C 0.047 2.670 -1.098
O -0.109 1.489 -1.631
C -1.406 -2.741 -1.628
C -0.856 -1.794 -2.696
C 0.655 -1.605 -2.582
N 1.010 -1.197 -1.227
C 2.240 -1.106 -0.865
C 2.691 -0.833 0.461
C 4.071 -0.927 0.719
C 4.583 -0.779 1.981
C 3.709 -0.502 3.039
C 2.359 -0.370 2.820
C 1.798 -0.543 1.536
O 0.499 -0.461 1.428
H -1.350 -3.992 0.744
H -0.875 -2.583 1.713
H 0.208 -3.180 0.460
H -3.359 -2.817 0.364
H -3.389 -1.433 -0.731
H -2.125 -0.952 1.963
H -3.857 -1.234 1.932
H -3.578 1.115 1.765
H -4.041 0.562 0.158
H -2.461 2.897 1.257
H -1.364 4.908 1.087
H 0.356 6.373 0.121
H 1.924 5.473 -1.571
H 1.719 3.143 -2.348
H -2.405 -3.072 -1.918
H -0.772 -3.627 -1.585
H -1.367 -0.824 -2.639
H -1.070 -2.210 -3.680
H 0.985 -0.861 -3.312
H 1.155 -2.549 -2.817
H 3.022 -1.311 -1.599
H 4.735 -1.141 -0.111
H 5.645 -0.874 2.157
H 4.100 -0.384 4.041
H 1.675 -0.142 3.627
```

Löwdin population analysis, charges in e, atoms 1 to 2:
1 Rh 1.259
2 C -0.060

Here is a molecular structure, C77H47Br12FO13 at a distorted geometry from OMol25. Energies are from the ωB97M-V functional and the def2-TZVPD basis.

Values from the calculation:
HOMO-LUMO gap: 0.2881 hartree
LUMO: -1.47 eV
highest occupied orbital energy: -9.307 eV
charge: 0

Structure (XYZ):
```
150
C77H47Br12FO13, DFT the ωB97M-V functional and the def2-TZVPD basis
C 0.155 1.295 -1.419
C -1.055 0.665 -0.835
O -0.587 -0.661 -0.633
C 0.506 -0.850 -1.402
O 1.023 -1.930 -1.418
O 0.773 0.250 -2.149
F -2.221 0.724 -1.566
H 0.768 1.880 -0.731
H -0.139 2.048 -2.157
H -1.352 1.146 0.087
C -4.009 -0.238 4.422
C -4.591 0.301 5.560
C -4.706 1.703 5.664
C -4.434 2.473 4.529
C -3.801 1.891 3.407
C -3.654 0.508 3.313
C -3.364 2.672 2.224
O -3.061 2.166 1.160
C -3.387 4.157 2.317
C -2.701 4.975 1.408
C -3.072 6.308 1.192
C -3.985 6.909 2.068
C -4.440 6.122 3.094
C -4.263 4.715 3.273
C -4.666 3.980 4.532
O -5.196 4.522 5.471
H -3.669 -1.267 4.387
H -4.815 -0.325 6.412
H -4.991 2.128 6.615
H -3.141 0.060 2.475
H -2.005 4.540 0.705
H -2.612 6.797 0.344
H -4.084 7.983 2.005
H -5.053 6.609 3.845
C 0.921 -1.237 -5.269
C 2.087 -0.842 -5.891
C 2.911 -1.761 -6.518
C 2.627 -3.119 -6.384
C 1.434 -3.531 -5.775
C 0.599 -2.552 -5.185
C 1.001 -4.970 -5.909
O 0.023 -5.344 -5.310
C 1.844 -5.817 -6.813
C 1.309 -7.059 -7.167
C 1.900 -7.861 -8.128
C 3.032 -7.420 -8.799
C 3.548 -6.179 -8.461
C 3.010 -5.382 -7.455
C 3.561 -3.999 -7.252
O 4.611 -3.622 -7.692
H 0.335 -0.517 -4.713
H 2.356 0.199 -5.829
H 3.870 -1.462 -6.919
H -0.301 -2.846 -4.662
H 0.313 -7.334 -6.848
H 1.323 -8.729 -8.420
H 3.547 -7.964 -9.578
H 4.384 -5.741 -8.991
C 0.724 -2.201 3.534
C 0.408 -1.772 2.234
C 0.113 -0.433 2.051
C 0.277 0.486 3.123
C 0.656 0.099 4.411
C 0.948 -1.279 4.545
C 0.847 1.138 5.473
O 1.201 0.793 6.581
C 0.558 2.522 5.150
C 0.657 3.451 6.237
C 0.597 4.776 6.007
C 0.202 5.237 4.719
C -0.241 4.330 3.765
C 0.028 2.962 3.937
C -0.032 1.947 2.829
O -0.113 2.236 1.647
H 1.001 -3.221 3.760
H 0.407 -2.449 1.390
H -0.203 -0.093 1.076
H 1.393 -1.675 5.448
H 0.933 3.159 7.240
H 0.890 5.514 6.742
H 0.117 6.307 4.588
H -0.777 4.778 2.938
C -1.774 -3.788 0.706
C -1.973 -3.025 1.810
C -2.165 -3.601 3.079
C -2.060 -4.964 3.226
C -1.868 -5.790 2.143
C -1.749 -5.185 0.897
C -1.804 -7.275 2.268
O -1.329 -7.956 1.386
C -2.416 -7.779 3.549
C -2.721 -9.136 3.709
C -3.199 -9.639 4.882
C -3.461 -8.763 5.970
C -3.360 -7.402 5.779
C -2.709 -6.927 4.642
C -2.265 -5.500 4.605
O -2.205 -4.811 5.596
H -1.604 -3.433 -0.300
H -1.960 -1.942 1.770
H -2.371 -2.903 3.875
H -1.573 -5.867 0.074
H -2.584 -9.776 2.845
H -3.340 -10.687 5.107
H -3.918 -9.205 6.845
H -3.618 -6.723 6.580
C 4.273 7.046 -3.752
C 4.469 7.875 -2.639
C 4.579 7.374 -1.356
C 4.365 6.013 -1.202
C 4.238 5.162 -2.306
C 4.188 5.667 -3.617
C 3.954 3.692 -2.172
O 3.993 2.924 -3.103
C 3.673 3.174 -0.804
C 3.163 1.887 -0.584
C 2.871 1.391 0.660
C 3.091 2.206 1.764
C 3.607 3.491 1.585
C 3.838 3.992 0.311
C 4.241 5.413 0.141
O 4.466 6.099 1.130
H 4.161 7.413 -4.764
H 4.584 8.947 -2.734
H 4.701 8.039 -0.514
H 3.972 5.049 -4.476
H 2.919 1.185 -1.373
H 2.544 0.367 0.778
H 2.953 1.900 2.793
H 3.698 4.078 2.488
C 0.668 6.274 -1.447
Br -0.425 7.645 -2.461
Br -0.189 4.518 -1.635
Br 0.888 6.921 0.375
H 1.644 6.203 -1.916
C -0.288 3.320 -5.317
Br 1.462 2.633 -5.031
Br -1.411 2.339 -6.573
Br -0.247 5.216 -5.742
H -0.758 3.277 -4.341
C -3.828 -1.717 -4.340
Br -3.175 -2.521 -2.714
Br -2.309 -1.812 -5.593
Br -3.966 0.236 -3.987
H -4.756 -2.114 -4.729
C 3.327 -2.787 -1.114
Br 2.818 -4.396 -0.066
Br 3.525 -3.186 -2.987
Br 4.983 -2.041 -0.408
H 2.516 -2.095 -0.923
```

Löwdin population analysis, charges in e, atoms 1 to 2:
1 C -0.140
2 C -0.289

Here is 2 unconnected molecules or ions with the total composition C16H16F2NO6S at a distorted geometry from OMol25. Energies are from the ωB97M-V functional and the def2-TZVPD basis.

Values from the calculation:
HOMO-LUMO gap: 0.1793 hartree
LUMO: 2.15 eV
highest occupied orbital energy: -2.732 eV
charge: -1
energy relative to the best compared isomer or geometry (same formula, charge and spin): 2.288 eV

Structure (XYZ):
```
42
C16H16F2NO6S, DFT the ωB97M-V functional and the def2-TZVPD basis
F 5.778 -0.467 0.846
C 4.968 -0.830 -0.211
F 4.788 -2.185 -0.142
S 3.303 0.024 -0.215
N 2.199 -1.374 -0.211
C 2.049 -2.575 0.589
O 2.680 -2.904 1.575
C 0.879 -3.268 -0.038
C 0.293 -2.433 -0.973
C -0.801 -2.876 -1.734
C -1.459 -4.031 -1.301
C -0.809 -4.919 -0.422
C 0.445 -4.583 0.121
C 1.102 -1.178 -1.063
O 0.900 -0.173 -1.739
H 5.437 -0.508 -1.163
H -1.123 -2.304 -2.615
H -2.471 -4.201 -1.672
H -1.302 -5.851 -0.161
H 1.049 -5.291 0.691
H 0.951 1.862 -0.684
C 0.329 1.664 0.172
C -0.901 0.949 0.185
O -1.432 0.541 1.227
O -1.498 0.867 -1.053
C -2.530 -0.122 -1.125
C -3.802 0.377 -1.770
C 0.445 2.450 1.349
O 0.722 2.098 2.483
O 0.126 3.762 1.025
C 0.078 4.582 2.191
C -0.817 5.778 2.041
H -2.146 -0.933 -1.753
H -2.737 -0.540 -0.130
H -4.366 -0.506 -2.106
H -4.438 0.957 -1.088
H -3.588 1.027 -2.622
H -0.287 3.953 3.011
H 1.088 4.948 2.427
H -0.559 6.457 2.863
H -0.678 6.293 1.088
H -1.867 5.465 2.107
```

Löwdin population analysis, charges in e, atoms 1 to 2:
1 F -0.011
2 C -0.592

Here is a molecular structure, C6H12O at a distorted geometry from OMol25. Energies are from the ωB97M-V functional and the def2-TZVPD basis.

Values from the calculation:
HOMO-LUMO gap: 0.3968 hartree
LUMO: 1.03 eV
highest occupied orbital energy: -9.762 eV
charge: 0
energy relative to the best compared isomer or geometry (same formula, charge and spin): 3.356 eV

Structure (XYZ):
```
19
C6H12O, DFT the ωB97M-V functional and the def2-TZVPD basis
C 2.730 -0.030 0.295
C 1.429 -0.392 0.996
C 0.293 0.261 0.237
C -1.098 -0.285 0.273
C -1.590 0.121 -1.083
O -2.988 0.109 -0.612
C -2.460 0.255 0.736
H 2.696 -0.356 -0.751
H 2.876 1.056 0.289
H 3.595 -0.487 0.777
H 1.488 -0.097 2.052
H 1.280 -1.479 0.980
H 0.484 0.001 -0.951
H 0.269 1.354 0.383
H -1.097 -1.379 0.366
H -0.819 -0.425 -1.832
H -1.384 1.168 -1.339
H -2.422 1.303 1.069
H -3.015 -0.352 1.458
```

Löwdin population analysis, charges in e, atoms 1 to 2:
1 C -0.129
2 C -0.269

Here is 3 unconnected molecules or ions with the total composition C10H26Cl4N3OP at a distorted geometry from OMol25. Energies are from the ωB97M-V functional and the def2-TZVPD basis.

Values from the calculation:
HOMO-LUMO gap: 0.3421 hartree
LUMO: 0.57 eV
highest occupied orbital energy: -8.734 eV
charge: 0
energy relative to the best compared isomer or geometry (same formula, charge and spin): 0.000 eV

Structure (XYZ):
```
45
C10H26Cl4N3OP, DFT the ωB97M-V functional and the def2-TZVPD basis
C -1.322 0.556 -2.853
N -0.981 1.332 -1.696
C -1.815 1.169 -0.503
P 0.360 2.359 -1.583
O 0.501 2.904 -0.221
N 1.603 1.354 -2.149
C 1.980 0.246 -1.311
C 2.716 2.010 -2.833
N 0.113 3.559 -2.737
C -0.829 3.528 -3.812
C 0.958 4.759 -2.655
H -2.338 0.722 -3.240
H -1.246 -0.528 -2.715
H -0.706 0.850 -3.704
H -2.493 0.319 -0.555
H -2.429 2.069 -0.405
H -1.205 1.032 0.388
H 2.485 0.518 -0.373
H 1.100 -0.326 -1.002
H 2.635 -0.446 -1.842
H 2.337 2.693 -3.589
H 3.364 2.520 -2.113
H 3.360 1.292 -3.343
H -0.569 2.886 -4.662
H -1.840 3.276 -3.479
H -0.967 4.514 -4.269
H 1.676 4.682 -1.845
H 0.316 5.641 -2.642
H 1.520 4.826 -3.600
Cl 1.230 -3.462 1.637
C -0.050 -2.678 2.587
C -0.770 -1.598 1.811
Cl -2.010 -2.303 0.722
H 0.375 -2.297 3.515
H -0.746 -3.461 2.886
H -0.113 -0.955 1.235
H -1.339 -0.969 2.493
Cl -2.298 -6.019 7.048
C -0.977 -4.918 6.582
C -0.048 -5.579 5.572
Cl -0.872 -6.126 4.118
H -0.419 -4.682 7.489
H -1.428 -3.978 6.272
H 0.436 -6.416 6.072
H 0.743 -4.877 5.306
```

Löwdin population analysis, charges in e, atoms 1 to 2:
1 C -0.145
2 N -0.301